<one>
{"formula": "C5H13N2S", "method": "ωB97M-V/def2-TZVPD", "homo_lumo_gap_ev": 6.2438, "homo_ev": -2.56, "mol_weight_g_mol": 133.24, "total_charge": -1, "species": ["C", "N", "C", "C", "C", "S", "N", "C", "H", "H", "H", "H", "H", "H", "H", "H", "H", "H", "H", "H", "H"], "xyz": [[1.425, -2.439, 1.517], [1.101, -2.388, 0.095], [-0.085, -1.525, -0.160], [0.228, -0.006, -0.094], [-0.021, 0.714, -1.457], [-1.540, 1.741, -1.471], [-0.398, 0.591, 1.072], [0.422, 1.503, 1.848], [0.979, -3.342, 1.933], [1.122, -1.568, 2.091], [2.506, -2.584, 1.651], [1.856, -1.899, -0.382], [-0.428, -1.863, -1.135], [-0.798, -1.701, 0.631], [1.307, 0.050, 0.125], [-0.061, -0.039, -2.247], [0.831, 1.376, -1.633], [-1.254, 1.072, 0.792], [0.097, 1.482, 2.897], [0.311, 2.578, 1.627], [1.468, 1.194, 1.785]]}

***

<two>
{"formula": "C5H13N2S", "method": "ωB97M-V/def2-TZVPD", "homo_lumo_gap_ev": 5.8041, "homo_ev": -2.35, "mol_weight_g_mol": 133.24, "total_charge": -1, "species": ["N", "C", "C", "N", "C", "C", "C", "S", "H", "H", "H", "H", "H", "H", "H", "H", "H", "H", "H", "H", "H"], "xyz": [[-2.173, -2.523, -0.435], [-2.330, -1.059, -0.256], [-1.102, -0.362, 0.364], [-0.415, 0.511, -0.568], [0.353, 1.609, 0.047], [1.842, 1.577, -0.323], [2.537, 0.314, 0.185], [3.344, 0.573, 1.805], [-2.891, -3.039, 0.054], [-1.264, -2.813, -0.083], [-2.530, -0.635, -1.239], [-3.187, -0.871, 0.372], [-0.478, -1.149, 0.818], [-1.437, 0.264, 1.183], [0.211, -0.030, -1.151], [0.336, 1.564, 1.144], [-0.093, 2.542, -0.276], [2.303, 2.476, 0.084], [1.937, 1.650, -1.420], [3.212, -0.082, -0.589], [1.824, -0.516, 0.283]]}

***

Going by the energies, <two> is most stable and the next is 4.8 kcal/mol up.

***

<one>
{"formula": "CH6O4", "method": "ωB97M-V/def2-TZVPD", "homo_lumo_gap_ev": 11.5315, "homo_ev": -10.81, "mol_weight_g_mol": 82.05, "species": ["O", "C", "O", "H", "H", "O", "H", "H", "O", "H", "H"], "xyz": [[-1.155, 0.692, -0.699], [-0.268, 0.716, -1.512], [0.739, -0.138, -1.492], [-0.256, 1.332, -2.404], [0.960, -0.522, -0.594], [1.296, -0.932, 0.913], [0.584, -0.761, 1.556], [1.398, -1.879, 0.861], [-0.681, -0.122, 2.036], [-0.545, 0.650, 2.589], [-1.065, 0.237, 1.213]]}

***

<two>
{"formula": "CH6O4", "method": "ωB97M-V/def2-TZVPD", "homo_lumo_gap_ev": 11.0150, "homo_ev": -10.42, "mol_weight_g_mol": 82.05, "species": ["O", "C", "O", "H", "H", "O", "H", "H", "O", "H", "H"], "xyz": [[1.168, 0.932, -0.436], [1.042, 1.526, 0.599], [0.427, 1.032, 1.638], [1.401, 2.550, 0.650], [-0.022, 0.152, 1.270], [-0.906, -0.787, 0.808], [-1.752, -0.707, 1.250], [-0.921, -0.516, -0.125], [-0.524, -1.273, -1.940], [-0.192, -2.173, -1.860], [0.279, -0.735, -1.854]]}

***

Going by the energies, <one> is most stable and the next is 5.3 kcal/mol up.

***

<one>
{"formula": "C12H48N24O12", "method": "ωB97M-V/def2-TZVPD", "homo_lumo_gap_ev": 7.1135, "homo_ev": -8.00, "mol_weight_g_mol": 720.67, "species": ["N", "C", "N", "O", "H", "H", "H", "H", "N", "C", "N", "O", "H", "H", "H", "H", "N", "C", "N", "O", "H", "H", "H", "H", "N", "C", "N", "O", "H", "H", "H", "H", "N", "C", "N", "O", "H", "H", "H", "H", "N", "C", "N", "O", "H", "H", "H", "H", "N", "C", "N", "O", "H", "H", "H", "H", "N", "C", "N", "O", "H", "H", "H", "H", "N", "C", "N", "O", "H", "H", "H", "H", "N", "C", "N", "O", "H", "H", "H", "H", "N", "C", "N", "O", "H", "H", "H", "H", "N", "C", "N", "O", "H", "H", "H", "H"], "xyz": [[-19.349, 8.690, 2.162], [-20.431, 8.704, 1.459], [-20.463, 9.337, 0.367], [-21.430, 8.152, 1.904], [-19.414, 8.213, 3.050], [-18.451, 8.935, 1.769], [-21.208, 9.151, -0.288], [-19.970, 10.201, 0.192], [-15.797, 15.767, 1.814], [-16.748, 15.050, 2.348], [-17.562, 15.761, 3.059], [-16.878, 13.857, 2.188], [-15.080, 15.386, 1.213], [-15.524, 16.641, 2.239], [-18.198, 15.345, 3.724], [-17.554, 16.749, 2.852], [-15.946, 10.208, -0.765], [-17.267, 10.111, -0.676], [-17.706, 9.691, -1.773], [-17.903, 10.384, 0.343], [-15.566, 10.725, 0.015], [-15.497, 10.134, -1.666], [-18.512, 9.088, -1.692], [-17.170, 9.507, -2.609], [-19.061, 7.735, 5.233], [-19.908, 8.565, 5.793], [-19.382, 9.779, 5.696], [-21.002, 8.328, 6.345], [-19.302, 6.754, 5.263], [-18.327, 8.019, 4.599], [-19.835, 10.505, 6.232], [-18.642, 10.012, 5.049], [-13.484, 12.440, -1.523], [-13.642, 12.983, -0.325], [-13.804, 12.015, 0.543], [-13.958, 14.162, -0.159], [-13.310, 13.102, -2.266], [-13.321, 11.457, -1.690], [-14.286, 12.323, 1.376], [-13.478, 11.069, 0.411], [-16.226, 11.086, 4.725], [-16.497, 10.333, 3.683], [-16.569, 11.113, 2.657], [-16.806, 9.114, 3.709], [-15.788, 11.992, 4.627], [-16.236, 10.658, 5.640], [-16.942, 10.732, 1.799], [-16.442, 12.097, 2.844], [-20.093, 12.229, 1.370], [-20.410, 12.601, 2.585], [-19.350, 12.844, 3.302], [-21.547, 12.739, 2.903], [-19.185, 11.824, 1.191], [-20.972, 12.031, 0.914], [-18.463, 12.944, 2.829], [-19.542, 12.943, 4.289], [-16.515, 7.481, 1.638], [-16.456, 6.154, 1.693], [-16.809, 5.701, 2.876], [-16.126, 5.487, 0.741], [-16.046, 7.813, 0.808], [-16.452, 7.980, 2.514], [-16.756, 4.693, 2.915], [-16.831, 6.250, 3.724], [-12.544, 14.384, 5.023], [-13.027, 13.905, 3.946], [-13.042, 14.849, 3.073], [-13.319, 12.710, 3.819], [-12.476, 13.688, 5.751], [-12.408, 15.380, 5.125], [-13.473, 14.504, 2.228], [-13.047, 15.830, 3.313], [-14.591, 10.626, 8.309], [-15.429, 9.578, 8.264], [-15.505, 9.109, 7.085], [-15.966, 9.034, 9.239], [-14.514, 11.197, 9.139], [-13.782, 10.671, 7.706], [-15.992, 8.236, 6.940], [-14.880, 9.419, 6.355], [-17.094, 16.392, 6.712], [-16.712, 15.228, 6.244], [-15.493, 15.307, 5.875], [-17.310, 14.202, 6.306], [-16.413, 17.127, 6.591], [-18.036, 16.530, 7.049], [-15.147, 16.224, 5.633], [-14.933, 14.491, 5.673], [-14.341, 7.683, 4.572], [-14.846, 6.651, 5.170], [-14.035, 5.643, 5.172], [-15.992, 6.618, 5.612], [-13.458, 7.450, 4.140], [-14.987, 8.380, 4.229], [-14.328, 4.914, 5.807], [-13.065, 5.645, 4.890]]}

***

<two>
{"formula": "C12H48N24O12", "method": "ωB97M-V/def2-TZVPD", "homo_lumo_gap_ev": 8.8022, "homo_ev": -8.84, "mol_weight_g_mol": 720.67, "species": ["N", "C", "N", "O", "H", "H", "H", "H", "N", "C", "N", "O", "H", "H", "H", "H", "N", "C", "N", "O", "H", "H", "H", "H", "N", "C", "N", "O", "H", "H", "H", "H", "N", "C", "N", "O", "H", "H", "H", "H", "N", "C", "N", "O", "H", "H", "H", "H", "N", "C", "N", "O", "H", "H", "H", "H", "N", "C", "N", "O", "H", "H", "H", "H", "N", "C", "N", "O", "H", "H", "H", "H", "N", "C", "N", "O", "H", "H", "H", "H", "N", "C", "N", "O", "H", "H", "H", "H", "N", "C", "N", "O", "H", "H", "H", "H"], "xyz": [[3.690, 1.531, -3.855], [3.104, 1.025, -2.733], [1.884, 0.475, -2.950], [3.636, 1.108, -1.622], [3.112, 1.679, -4.669], [4.690, 1.470, -3.899], [1.653, 0.223, -3.893], [1.316, 0.114, -2.204], [2.574, -2.153, -1.137], [1.713, -2.857, -1.915], [0.398, -2.666, -1.616], [2.084, -3.534, -2.868], [2.406, -1.631, -0.291], [3.531, -2.051, -1.430], [0.073, -2.206, -0.779], [-0.257, -3.078, -2.256], [0.947, 0.432, 0.890], [-0.262, 0.142, 0.330], [-0.590, 1.012, -0.647], [-0.880, -0.907, 0.574], [1.196, 1.408, 0.878], [1.216, -0.259, 1.577], [0.050, 1.723, -0.976], [-1.449, 0.886, -1.149], [3.141, 3.918, 2.694], [2.623, 3.349, 1.555], [3.498, 2.672, 0.794], [1.411, 3.405, 1.313], [2.445, 4.253, 3.335], [4.116, 3.814, 2.899], [3.096, 2.220, -0.022], [4.431, 2.468, 1.099], [-2.304, -3.090, 4.693], [-1.244, -3.393, 3.872], [-0.418, -2.296, 3.720], [-1.108, -4.456, 3.303], [-2.453, -2.346, 5.348], [-2.878, -3.891, 4.914], [-0.564, -1.508, 4.317], [0.299, -2.353, 3.017], [-6.785, -0.462, -1.645], [-5.450, -0.588, -2.001], [-4.945, 0.535, -2.552], [-4.804, -1.606, -1.765], [-7.277, -1.287, -1.351], [-6.995, 0.389, -1.147], [-3.975, 0.508, -2.808], [-5.656, 1.061, -3.032], [-5.617, -3.524, 0.510], [-4.388, -4.011, 0.890], [-3.390, -3.101, 0.698], [-4.238, -5.120, 1.372], [-5.629, -2.630, 0.054], [-6.409, -4.083, 0.760], [-3.541, -2.191, 0.313], [-2.484, -3.442, 0.969], [3.959, -0.218, 3.415], [5.064, 0.055, 2.687], [5.778, 1.155, 3.103], [5.429, -0.610, 1.727], [3.730, 0.306, 4.237], [3.391, -0.979, 3.067], [5.648, 1.523, 4.028], [6.625, 1.389, 2.617], [0.521, 5.542, -2.836], [0.645, 4.739, -1.744], [0.558, 5.405, -0.555], [0.634, 3.509, -1.864], [0.593, 5.022, -3.700], [0.785, 6.508, -2.813], [0.743, 4.779, 0.232], [0.634, 6.401, -0.540], [1.756, -4.087, 2.018], [2.563, -3.026, 1.889], [3.899, -3.222, 1.902], [2.072, -1.880, 1.820], [0.749, -4.024, 2.003], [2.112, -5.013, 2.180], [4.478, -2.427, 1.645], [4.235, -4.145, 1.688], [-3.331, -0.394, 2.808], [-4.662, -0.207, 2.565], [-4.955, 0.033, 1.253], [-5.496, -0.173, 3.456], [-2.665, -0.400, 2.051], [-3.042, -0.592, 3.744], [-5.938, -0.006, 1.060], [-4.208, 0.026, 0.584], [-0.213, 2.173, -6.524], [0.411, 2.603, -5.400], [-0.323, 2.550, -4.244], [1.595, 2.927, -5.368], [0.253, 2.185, -7.413], [-1.215, 2.115, -6.565], [-1.322, 2.458, -4.284], [0.167, 2.904, -3.402]]}

***

Going by the energies, <two> is most stable and the next is 154.2 kcal/mol up.